Density functional theory data (ωB97M-V/def2-TZVPD) for the molecule C2H3ClO2S.

SMILES: C=CS(=O)(=O)Cl
Relative energy (zero: lowest compared OMol25 entry of this formula, charge and spin) (kJ/mol): 146.53
E_LUMO (eV): -0.425
Highest occupied orbital energy (eV): -11.165
Total charge: 0
Kohn-Sham gap (eV): 10.74

Each line ends with the Mulliken charge.
Cartesian coordinates (Å):
C (1.45, -0.32, -0.28)  -0.513
C (0.39, 0.00, 0.50)  -0.184
O (-1.36, 0.98, -1.45)  -0.493
O (-1.82, 1.24, 0.95)  -0.465
S (-1.25, 0.48, -0.08)  0.906
Cl (-2.02, -1.53, 0.02)  -0.192
H (2.47, -0.43, 0.14)  0.218
H (1.62, -0.48, -1.30)  0.300
H (0.52, 0.06, 1.50)  0.423

Density functional theory data (ωB97M-V/def2-TZVPD) for the molecule C2H3ClO4S.

E_LUMO (spin up / spin down) (eV): 0.115 / -5.055
Multiplicity: 3
Highest occupied orbital energy (spin up / spin down) (eV): -6.820 / -11.672
Total charge: 0
Kohn-Sham gap (spin up / spin down) (eV): 6.93 / 6.62

Each line ends with the Mulliken charge.
Cartesian coordinates (Å):
C (-0.27, -0.32, 0.52)  0.391
C (1.97, 0.25, -0.20)  -0.646
O (0.07, -0.90, 1.47)  -0.255
O (-1.83, -0.64, -1.50)  -0.433
O (-2.84, -0.92, 0.73)  -0.490
O (0.55, 0.46, -0.37)  -0.186
S (-1.99, -0.22, -0.16)  0.951
Cl (-2.56, 1.74, -0.20)  -0.153
H (2.05, -0.73, -0.69)  0.315
H (2.30, 0.04, 0.90)  0.281
H (2.54, 1.25, -0.52)  0.226

Repeat the second record exactly.
Density functional theory data (ωB97M-V/def2-TZVPD) for the molecule C2H3ClO4S.

E_LUMO (spin up / spin down) (eV): 0.115 / -5.055
Multiplicity: 3
Highest occupied orbital energy (spin up / spin down) (eV): -6.820 / -11.672
Total charge: 0
Kohn-Sham gap (spin up / spin down) (eV): 6.93 / 6.62

Each line ends with the Mulliken charge.
Cartesian coordinates (Å):
C (-0.27, -0.32, 0.52)  0.391
C (1.97, 0.25, -0.20)  -0.646
O (0.07, -0.90, 1.47)  -0.255
O (-1.83, -0.64, -1.50)  -0.433
O (-2.84, -0.92, 0.73)  -0.490
O (0.55, 0.46, -0.37)  -0.186
S (-1.99, -0.22, -0.16)  0.951
Cl (-2.56, 1.74, -0.20)  -0.153
H (2.05, -0.73, -0.69)  0.315
H (2.30, 0.04, 0.90)  0.281
H (2.54, 1.25, -0.52)  0.226

Q: total charge of number 1 (C2H3ClO2S)?
A: 0

Q: What is the total charge in the first record?
A: 0